Entry 1:
The following is a DFT calculation (ωB97M-V with the def2-TZVPD basis set) of a gas-phase ion, C4H10N3 (charge +1) at a distorted geometry.

```
17
Properties=species:S:1:pos:R:3:forces:R:3
C 1.52193 -0.96683 0.86140 0.0037 2.3247 3.2349
C 0.44344 -0.14752 0.32592 0.9763 1.2383 -2.0437
C -0.06924 1.08129 0.51533 3.1681 0.4211 1.9284
N 0.69747 1.75864 1.38337 -2.0331 3.8248 1.2121
N 0.08219 -0.57254 -0.87470 -1.1635 -1.3516 -1.6112
C -1.21574 -0.53341 -0.82467 -3.9398 -3.5618 -2.6257
N -1.94201 -0.36313 -1.97916 0.5931 1.0201 0.3339
H 2.39570 -0.30649 1.21779 -1.0652 -1.5359 -0.3804
H 1.74618 -1.77803 0.20459 0.4753 -0.3880 -0.1716
H 0.85717 -1.30307 1.68568 1.5891 -0.9239 0.6183
H -0.74341 1.72916 -0.04987 0.2335 -0.9002 -0.2698
H 1.31871 1.37030 2.06870 -0.1774 -0.0694 0.1013
H 0.27604 2.68872 1.54184 1.1920 -0.7016 0.7691
H 0.73531 -1.15210 -1.36106 -0.2351 -0.0557 -1.3462
H -1.70175 -1.10861 -0.00520 0.0843 1.1567 -0.4954
H -2.94996 -0.68005 -2.04143 1.9254 0.9841 -0.0846
H -1.45202 0.28366 -2.66853 -1.6268 -1.4817 0.8306
```
Forces are in eV/Å.

The SMILES is C/C(=C\N)NC=[NH2+]. The HOMO energy (alpha / beta) comes out at -11.8 / -11.8 eV. As for the largest force on an atom: 5.92 eV/Å. As for the charge: +1.

These are the Löwdin partial charges, in e, on atoms 1 to 5: atom 1 (C): 0.027, atom 2 (C): -0.409, atom 3 (C): -0.099, atom 4 (N): 0.115, atom 5 (N): 0.060

***

Entry 2:
The following is a DFT calculation (ωB97M-V with the def2-TZVPD basis set) of 2 unconnected molecules or ions with the total composition C4H10N3 at a distorted geometry.

```
17
Properties=species:S:1:pos:R:3:forces:R:3
C -0.46713 1.90204 -0.32272 -0.9669 -0.3081 4.3839
C -0.08306 1.74921 -1.60420 0.5162 0.8389 -2.9581
C -0.67721 1.18343 1.91742 0.3624 0.5173 0.8484
N -0.16665 0.99705 0.75122 -0.1147 1.5446 -1.9594
H -1.04822 2.77784 -0.00338 0.1981 -0.2275 -0.1921
H 0.58320 0.99463 -1.97359 0.3296 -0.5138 -0.0043
H -0.42980 2.52840 -2.32212 0.1792 -0.7343 0.4285
H -0.33658 0.57921 2.76385 -0.1689 -0.1032 -0.2769
H -1.34562 2.02351 2.08526 -0.3160 -0.1681 0.0461
H 0.58617 0.23444 0.56997 0.5680 -1.4769 -0.5241
N -0.54292 -2.33805 -0.44474 1.9561 2.1469 0.1333
C 0.80035 -2.25126 -0.24595 -0.2982 0.4711 0.0623
N 1.44460 -1.15378 0.07377 -0.7390 -0.7536 -0.9159
H -1.09951 -1.49694 -0.50160 -0.0786 -0.4122 0.2002
H -0.97695 -3.18857 -0.27034 -1.0523 -1.6712 -0.0214
H 1.30967 -3.21129 -0.41479 0.0350 0.3900 0.2415
H 2.44964 -1.32988 -0.05807 -0.4098 0.4602 0.5082
```
Forces are in eV/Å.

The HOMO energy (alpha / beta) comes out at -17.4 / -17.4 eV. As for the spin multiplicity: 2. As for the largest force on an atom: 4.50 eV/Å. As for the charge: +2.

These are the Löwdin partial charges, in e, on atoms 1 to 5: atom 1 (C): 0.073, atom 2 (C): 0.330, atom 3 (C): 0.292, atom 4 (N): 0.091, atom 5 (H): 0.172

***

Entry 3:
The following is a DFT calculation (ωB97M-V with the def2-TZVPD basis set) of a gas-phase ion, C4H10N3O (charge +1) at a distorted geometry.

```
18
Properties=species:S:1:pos:R:3:forces:R:3
C -2.82896 -0.67097 -0.28157 0.3266 0.7344 -2.3562
N -1.94098 0.40014 -0.66768 -1.1599 1.8665 1.9937
C -1.41200 1.19747 0.36359 -0.5660 0.6089 -0.5143
N -0.03643 1.17674 0.74507 2.9671 0.6516 -0.3827
N 0.89085 0.79594 0.04676 -2.5189 -0.4231 1.0486
C 2.02303 0.71974 -0.50933 0.7474 1.1169 -1.1695
O 2.91537 -0.21451 -0.46478 0.7374 0.2391 -0.0776
C 2.98079 -1.29007 0.53902 0.3462 -1.4705 -1.2489
H -2.28074 -1.16602 0.44011 0.1767 -2.2689 1.4985
H -3.74755 -0.29394 0.03990 -1.3694 0.6631 1.0209
H -3.09478 -1.17109 -1.21955 0.4010 -0.6382 0.5360
H -1.37465 0.19007 -1.41071 1.6595 -0.2224 -2.0132
H -1.86267 1.16467 1.35275 -0.8214 -0.7192 -0.1240
H -1.51125 2.32103 0.21392 0.3628 -0.6663 -0.2098
H 2.19555 1.56491 -1.25166 0.1640 -1.1597 0.9711
H 1.98519 -1.79057 0.39114 0.9428 0.2557 1.1799
H 3.31072 -0.88114 1.52789 -0.8154 -0.4179 -0.8676
H 3.78851 -2.05241 0.14512 -1.5805 1.8501 0.7154
```
Forces are in eV/Å.

The SMILES is CNCN=[N+]=COC. The HOMO energy comes out at -13.2 eV. As for the largest force on an atom: 3.06 eV/Å. As for the charge: +1.

These are the Löwdin partial charges, in e, on atoms 1 to 5: atom 1 (C): -0.066, atom 2 (N): -0.078, atom 3 (C): -0.219, atom 4 (N): 0.169, atom 5 (N): 0.136

***

Entry 4:
The following is a DFT calculation (ωB97M-V with the def2-TZVPD basis set) of a gas-phase ion, C4H10N3O (charge +1) at a distorted geometry.

```
18
Properties=species:S:1:pos:R:3:forces:R:3
C -1.20766 -1.12182 -0.13583 -1.8419 0.8690 1.1440
C -2.69737 -1.08482 -0.27818 5.3650 1.0314 0.5360
C 1.40737 1.13285 -0.47858 -0.9116 2.6631 3.6105
C 0.83699 0.09933 0.56001 0.5519 0.6245 0.1334
N -0.56104 -0.04139 0.25302 -4.9699 0.8376 0.4582
N 1.36886 -1.18587 0.27281 2.6293 -1.9326 2.7463
N -3.04150 1.09532 0.38137 1.4917 -0.6997 -0.0924
O -3.43151 -0.07777 -0.09816 -2.1108 1.4995 0.5230
H -0.76019 -2.12180 -0.16381 0.2563 0.7055 -0.4850
H -3.15742 -1.91182 -0.62775 -1.6774 -2.4393 -1.0205
H 1.37384 0.60197 -1.38672 0.4905 -0.2297 -1.3940
H 0.57132 1.97565 -0.49873 2.1924 -1.3169 -0.2445
H 2.45009 1.56309 -0.09488 -2.3456 -1.0318 -1.2368
H 0.78611 0.46205 1.64653 0.8055 -0.5257 -1.3961
H -3.89833 1.60887 0.49955 -0.6014 0.1919 -0.0985
H 2.11112 -1.08898 -0.41851 -0.0395 -0.3557 0.4022
H -1.31412 0.75546 0.56044 1.8472 -1.4239 -1.0883
H 1.78198 -1.71887 1.15094 -1.1318 1.5328 -2.4976
```
Forces are in eV/Å.

The HOMO energy (alpha / beta) comes out at -14.4 / -13.5 eV. As for the largest force on an atom: 5.49 eV/Å. As for the charge: +1.

These are the Löwdin partial charges, in e, on atoms 1 to 5: atom 1 (C): 0.048, atom 2 (C): -0.035, atom 3 (C): -0.022, atom 4 (C): -0.458, atom 5 (N): 0.061

***

Entry 5:
The following is a DFT calculation (ωB97M-V with the def2-TZVPD basis set) of a molecular structure, C4H10N3O at a distorted geometry.

```
18
Properties=species:S:1:pos:R:3:forces:R:3
C 1.22650 -0.33379 -0.04288 -2.6559 -1.5000 2.2905
C -0.90045 -1.17674 0.40050 3.7543 -0.0136 -1.8189
C 2.73897 -0.43883 -0.14490 -2.5808 0.5218 -2.5877
C -1.76376 1.51739 0.47844 -2.9955 -0.1323 1.8594
N 0.53293 -1.29678 0.55586 -1.0830 1.4066 -1.1913
N 0.47454 0.78106 -0.42344 0.7029 -0.0054 -0.1811
N -0.94655 0.62437 -0.24393 2.1301 -1.9638 -1.5203
O -1.38341 -1.88816 -0.61455 -1.7773 0.6863 0.9159
H -1.58366 -1.11547 1.21855 -0.2335 0.1948 0.6643
H 2.99366 -0.98546 0.71589 0.9156 -0.2757 1.1444
H 3.07706 0.61756 -0.25463 0.6925 -1.2308 -0.0419
H 2.84829 -1.15879 -1.04422 0.4871 1.5907 1.1686
H -2.45060 0.87830 1.14385 0.7212 0.8395 -1.0062
H -1.28206 2.12661 1.19329 0.9597 0.8181 0.3989
H -2.43288 2.09281 -0.17989 0.5238 -0.0203 0.2701
H 0.99749 1.66944 -0.50739 -1.3018 -0.4352 -0.0670
H -1.39862 0.48350 -1.15393 0.6013 -0.1593 0.0731
H -0.74746 -2.39701 -1.09661 1.1393 -0.3215 -0.3707
```
Forces are in eV/Å.

The HOMO energy comes out at -14.3 eV. As for the largest force on an atom: 4.17 eV/Å. As for the charge: +1.

These are the Löwdin partial charges, in e, on atoms 1 to 5: atom 1 (C): -0.329, atom 2 (C): -0.178, atom 3 (C): 0.029, atom 4 (C): -0.035, atom 5 (N): 0.134

***

Entry 6:
The following is a DFT calculation (ωB97M-V with the def2-TZVPD basis set) of 2 unconnected molecules or ions with the total composition C4H10N3O at a distorted geometry.

```
18
Properties=species:S:1:pos:R:3:forces:R:3
C -2.39606 -0.15329 0.30802 -2.5379 0.5298 1.6363
C -0.43979 -1.11825 -0.32206 1.2039 -0.4602 -0.4969
C -1.09792 1.16640 -1.10987 -4.7438 3.0380 -1.6079
C 1.83933 0.37217 0.09296 -2.1755 0.9592 -2.4443
N 1.14946 -0.83479 2.05386 -0.1696 1.0224 2.1776
N -1.36198 -0.02551 -0.40425 -0.9217 -2.1785 2.0126
N 1.35944 -0.79344 0.80414 0.0689 -2.2374 -0.3667
O -3.33800 -0.22636 0.98861 2.1842 -0.0321 -1.6340
H -0.82302 -2.02066 0.15465 -0.0255 0.3165 -0.0907
H 0.04140 -1.21540 -1.26967 -0.0682 -0.5332 -0.7334
H -1.84710 2.00166 -0.70331 2.1719 -1.4547 -0.5683
H -0.09451 1.36890 -1.05571 1.9449 0.9049 0.0804
H -1.45232 1.09983 -2.16713 0.6121 -0.3548 0.6411
H 2.81782 0.63428 0.37939 1.2220 0.2631 0.4262
H 1.78447 0.13825 -1.03956 0.3768 0.4491 1.8880
H 1.11462 1.24283 0.28375 1.3835 -1.3244 0.1000
H 0.97580 0.11544 2.48212 0.2975 -0.9498 -0.9616
H 1.76836 -1.75206 0.52404 -0.8234 2.0421 -0.0583
```
Forces are in eV/Å.

The HOMO energy (alpha / beta) comes out at -11.9 / -11.8 eV. As for the largest force on an atom: 5.86 eV/Å. As for the charge: +1.

These are the Löwdin partial charges, in e, on atoms 1 to 5: atom 1 (C): -0.087, atom 2 (C): -0.002, atom 3 (C): 0.009, atom 4 (C): -0.055, atom 5 (N): 0.055

***

Entry 7:
The following is a DFT calculation (ωB97M-V with the def2-TZVPD basis set) of C4H10N4 in the gas phase at a distorted geometry.

```
18
Properties=species:S:1:pos:R:3:forces:R:3
C -2.00573 0.79510 0.61983 0.6149 0.3710 0.6321
C -0.26459 -0.88158 0.20391 -0.3671 -0.8613 0.6027
C -0.65784 0.45506 0.00531 1.1961 0.7020 -0.5248
N 2.41382 -0.00141 -0.55834 -0.3802 0.4496 -0.7242
N -0.48914 -2.11453 -0.27552 0.6028 0.4358 -0.2790
N -0.35737 1.23421 -1.15520 -0.1934 -0.1819 -0.3989
C 0.64994 -0.09965 1.03653 -1.9906 0.2248 0.5164
N 1.92350 -0.45811 0.69334 0.5992 -0.2331 0.0936
H 3.13458 0.69796 -0.37602 -0.0267 -0.2388 -0.0287
H 2.86025 -0.78185 -1.02752 0.1200 0.1065 0.1110
H 0.08336 -2.86073 0.09195 -0.0941 0.0001 -0.0207
H -0.77901 -2.20465 -1.24076 0.1548 -0.0709 0.0624
H -0.57531 2.21299 -1.00516 -0.0194 -0.1415 0.0628
H 0.63133 1.15142 -1.37026 -0.0600 -0.1277 -0.0443
H 0.47400 0.20059 2.07297 -0.2647 -0.3413 -0.0627
H -2.05162 1.85958 0.85901 -0.0723 -0.0117 0.0727
H -2.80055 0.58058 -0.09762 0.1744 -0.1258 -0.0831
H -2.18964 0.21502 1.52357 0.0062 0.0445 0.0127
```
Forces are in eV/Å.

The HOMO energy (alpha / beta) comes out at -7.0 / -6.4 eV. As for the largest force on an atom: 2.07 eV/Å. As for the charge: 0.

These are the Löwdin partial charges, in e, on atoms 1 to 5: atom 1 (C): -0.023, atom 2 (C): -0.235, atom 3 (C): -0.410, atom 4 (N): -0.076, atom 5 (N): 0.170

***

Entry 8:
The following is a DFT calculation (ωB97M-V with the def2-TZVPD basis set) of C4H10N4 in the gas phase at a distorted geometry.

```
18
Properties=species:S:1:pos:R:3:forces:R:3
C -1.72997 -1.22484 0.52960 0.2354 0.2269 -0.3335
C -0.49519 -0.45900 0.12582 -3.8710 2.6388 -0.4008
C -0.31986 0.86572 -0.15621 0.1446 -2.2064 0.1174
N -1.10460 1.94459 -0.33022 -0.8726 1.5864 0.0791
C 1.17372 0.77266 -0.18476 -0.3464 -2.5112 1.1776
N 1.86203 1.28016 0.94604 0.1871 0.5169 -0.1196
N 0.78275 -0.88790 0.10731 4.3257 1.0332 -0.1280
N 1.21340 -1.69319 -0.98072 -0.0429 -0.4244 -0.3551
H -2.41634 -1.34784 -0.31435 0.0776 -0.2224 0.0521
H -1.46644 -2.20485 0.93445 -0.0549 0.0773 -0.0668
H -2.28602 -0.66428 1.28842 0.1070 -0.0778 0.0360
H -0.68675 2.86598 -0.38108 -0.2316 -0.4247 -0.0037
H -2.07105 1.85990 -0.61851 0.4634 -0.0079 0.1626
H 1.67788 0.99606 -1.13096 0.1200 -0.4602 0.1969
H 2.80566 0.91052 1.00526 -0.1175 0.1146 -0.1503
H 1.38453 1.03060 1.80761 -0.0600 -0.0002 -0.2407
H 0.75850 -1.39223 -1.84627 -0.1779 -0.0459 -0.0052
H 0.91772 -2.65206 -0.80144 0.1142 0.1868 -0.0182
```
Forces are in eV/Å.

The SMILES is CC1=C(N)[C@@H](N)N1N. The HOMO energy comes out at -6.9 eV. As for the largest force on an atom: 4.70 eV/Å. As for the charge: 0.

These are the Löwdin partial charges, in e, on atoms 1 to 5: atom 1 (C): -0.032, atom 2 (C): -0.348, atom 3 (C): -0.296, atom 4 (N): 0.115, atom 5 (C): -0.210

***

Across the entries above, ΔE to the lowest compared entry with this formula, charge and spin takes the values 376.3, 121.1, 452.0, 485.3, 219.2, 609.7, 549.0, 307.4 kJ/mol, respectively.